128
Properties=species:S:1:pos:R:3:mulliken_charge:R:1 method="wB97M-V/def2-TZVPD" orbital_gap_ev=8.6 spin_multiplicity=1 total_charge=-1
C -4.6037 -0.0926 0.4808 0.22
N -4.2367 1.8919 -0.9859 -0.46
H 0.5120 -2.1742 -3.6145 0.13
O 0.3680 2.4945 6.7506 -0.33
C -2.8294 1.5697 -1.0165 0.05
H 2.0234 -5.7407 4.6831 0.39
C -0.8873 -2.3963 3.8323 -0.91
H -2.3371 2.2783 -3.0602 0.09
H 2.1092 2.8199 7.7323 0.27
C 1.5855 -5.3301 -4.1790 -0.91
H -2.9316 1.2262 3.8124 0.22
O 0.2407 -5.8467 5.7950 -0.22
H -2.8757 3.9074 -7.9928 0.38
H -2.0203 2.9814 7.0207 0.37
H -1.9676 3.8332 5.7532 0.34
H -1.6178 4.6901 -3.4698 0.14
C -2.0424 1.8452 3.9486 -1.19
H 2.2068 1.4648 6.6009 0.28
C 0.8390 -4.0019 4.3201 -0.53
C -2.2071 -1.7668 4.3585 0.39
H -2.5677 0.5309 -1.2294 0.05
H 0.3453 1.3726 5.0123 0.41
H -1.2906 5.6314 -1.9817 0.34
H -0.6531 4.7536 -7.0259 0.27
H 3.9718 -5.1029 -3.0087 0.27
H -0.1582 -1.5881 3.7142 0.33
C -4.2544 -2.3198 5.3498 -0.66
Cl -0.4514 -1.1884 0.2663 1.25
H -0.3967 -7.5578 6.6254 0.21
O 0.1766 -0.4843 -0.8085 -0.16
H -4.0070 -1.5037 6.0363 0.31
H 6.3074 -0.4764 -2.2858 0.29
C 1.3177 -5.1171 5.2428 -0.62
H 0.1320 3.1855 4.8532 0.40
H -1.0194 2.1944 -1.9918 -0.44
C 6.5845 5.4420 -2.0348 -0.78
H -5.3018 -2.6310 0.7424 0.31
N 0.6535 -2.9968 -4.1880 -0.61
O -2.2635 3.8653 -1.7279 -0.46
H 0.8080 0.0752 -4.7794 0.57
O -5.6489 -0.6504 1.2685 -0.43
C -1.5800 2.9716 -6.5041 1.38
H -2.3824 1.7173 -0.0234 0.02
H -4.4966 2.0066 1.0906 0.23
H -3.5220 2.4863 -7.1472 0.34
H 4.1174 -5.7992 -4.6665 0.31
C -4.8627 1.4120 0.2503 -0.64
H 4.8865 -1.4452 -1.9030 0.26
C -1.0611 1.6425 -5.9776 -0.97
H -1.9474 1.0843 -5.6479 0.31
H 0.6025 -5.7191 -4.4568 0.40
C 3.7627 -5.9623 -3.6467 -0.70
H 2.7899 -0.1936 -1.7022 0.64
H 5.0002 -0.7123 -3.5074 0.32
C 3.3215 0.6698 -2.1211 -0.88
C 3.2622 4.1766 -0.9377 -0.48
H 1.4508 -3.0941 4.3727 0.37
H 2.2089 3.1026 5.9916 0.31
H 3.0348 1.6099 -0.2961 0.40
O -1.5939 -1.9584 -0.1864 -0.71
H 3.9283 5.6738 -2.3619 0.32
H 0.9447 -4.3472 3.2922 0.28
H -1.3010 1.2929 3.3648 0.14
C 2.7235 1.8370 -1.3212 -0.05
H -1.9173 3.5444 -5.6341 -0.33
H 0.4950 0.9060 -3.2146 -0.19
N 3.2031 3.0728 -1.8909 -0.22
O 5.5778 4.6075 -1.6429 -0.28
H -2.3063 2.3380 -8.4528 0.32
H -1.7665 0.9759 5.9261 0.11
H -6.2585 -2.3760 2.1911 0.25
C 0.0874 0.6493 -4.1939 -0.82
C 1.3860 -4.0088 -3.4108 0.65
O -3.1072 -2.8040 4.6659 -0.44
H -4.3982 -0.7026 -0.4033 0.38
H -0.2973 -3.0179 5.6387 0.23
H -0.3306 -4.7929 -2.4440 0.31
H -4.3039 2.8961 -1.0818 0.35
H -1.0647 -2.8495 2.8580 0.28
C 5.2318 -0.5619 -2.4502 -0.77
H 1.9119 -4.7228 6.0772 0.31
N -0.4444 3.7616 -7.0304 -0.87
C -2.0753 2.4789 -2.0156 0.48
H 0.3226 3.7017 -6.3662 0.29
H 7.5085 4.9720 -1.6838 0.22
C -2.6253 2.9260 -7.5914 -1.49
H 1.2046 -4.8953 -1.4781 0.31
H -4.9553 -1.8849 4.6318 0.18
H 6.5465 6.4279 -1.5573 0.31
C -1.6176 1.9109 5.3858 0.56
C -5.4057 -1.9978 1.6259 -0.33
N -0.4836 -3.4789 4.7532 -0.19
H 2.9520 0.7430 -3.1495 0.39
O 0.4899 -2.1150 0.8642 -0.68
H -1.9386 -1.2814 5.3045 0.33
O 4.7066 0.6204 -1.9029 -0.35
H 0.7970 -6.5870 7.6065 0.28
H -5.9442 1.4429 0.1069 0.41
C -0.1097 2.2822 5.4184 -0.76
H -0.8059 0.0805 -3.9112 0.45
H 1.6390 1.8354 -1.4409 -0.35
O -0.2754 1.8487 -4.8194 -0.15
N -2.3923 2.9630 6.0715 -0.78
H -4.5465 -2.0488 2.2987 -0.04
C 0.5079 -6.9559 6.6167 -0.74
H -0.2866 4.2384 -2.4010 0.09
H 3.5794 3.7972 0.0385 0.35
H -0.5424 1.0060 -6.7001 0.47
H -2.5804 -1.0825 3.5932 -0.18
H 4.0950 2.9822 -2.3560 0.32
H 2.3105 4.7059 -0.8635 0.24
C 1.7738 2.4564 6.7607 -0.77
H 4.3442 -6.8012 -3.2632 0.27
H -2.2714 2.8264 3.5353 0.45
H 4.4089 5.9798 -0.6993 0.51
H -3.6742 -0.2122 1.0513 -0.20
H -4.7040 -3.1291 5.9215 0.27
O -0.9091 -0.2601 1.2632 -0.58
H -0.2865 -3.2780 -4.4392 0.27
C -1.3051 4.6342 -2.4218 -0.40
H 1.3795 -7.4755 6.2047 0.30
C 4.2979 5.1915 -1.4522 -0.72
C 0.5821 -4.2829 -2.1312 -0.98
H 6.6795 5.5341 -3.1228 0.28
O 2.3819 -6.3193 -3.5733 -0.36
H 0.3211 -3.3076 -1.7283 0.12
H 2.3454 -3.5964 -3.0937 0.04
H 1.9637 -5.0501 -5.1718 0.42

43
Properties=species:S:1:pos:R:3:mulliken_charge:R:1 method="wB97M-V/def2-TZVPD" orbital_gap_ev="7.4 / 7.4" spin_multiplicity=1 total_charge=0
C 0.7126 2.1702 1.1658 -0.97
H -3.6334 0.0353 -0.6374 0.50
O 4.0262 -1.6856 2.6200 -0.64
O 4.2141 -0.6587 -0.4215 -0.65
H 0.5426 -0.4297 3.2965 0.58
O 2.1207 -1.4489 -0.3792 -0.54
C -1.4657 1.6658 -3.3997 -0.63
H 3.3017 1.3656 0.6842 0.58
O -0.3151 -1.9243 -1.3872 -0.79
C -1.2371 -1.1723 -0.9395 0.90
O 1.8999 -2.2407 2.1770 -0.53
C -0.5246 -5.1063 1.0113 -0.51
C 0.6182 1.7109 2.6529 -0.96
C 0.9650 0.2230 2.5418 -0.04
C -2.7028 2.1807 -3.0633 0.10
H -0.3675 -6.0745 1.4681 0.41
C 2.8820 -1.3890 2.3798 -0.01
C 1.1586 0.8840 0.4724 -0.26
H -0.8716 2.1468 -4.1624 0.48
H -4.4669 2.0495 -1.8680 0.49
Br -0.8183 -3.7912 2.3831 -0.03
H -0.2640 2.4719 0.7902 0.32
Rh 0.5816 -2.1712 0.6445 0.91
H -1.3667 -5.0920 0.3324 0.40
C -3.0434 0.4936 -1.4185 -0.38
C -1.0189 0.5352 -2.7340 -0.54
C 3.0755 -0.5887 -0.0399 -0.14
H 3.0826 0.5883 3.0236 0.55
Br 1.0640 -4.6053 0.0103 0.06
C -1.8011 -0.0402 -1.7375 0.38
H -0.3845 1.8477 3.0527 0.40
H -0.0574 0.0970 -2.9685 0.55
H 1.4189 2.9818 1.0055 0.43
N -3.1788 3.3991 -3.7539 1.00
O -1.6424 -1.3056 0.2332 -0.68
O 0.4137 -0.1041 1.2339 -0.13
O -4.3066 3.7779 -3.5106 -0.60
H 0.9221 0.8063 -0.5832 0.56
H 1.3260 2.2246 3.3005 0.36
C -3.5064 1.6101 -2.0927 -0.50
C 2.5979 0.5509 0.8353 0.26
O -2.4113 3.9470 -4.5184 -0.60
C 2.4606 0.0652 2.3005 -0.11

Relative energy (zero: lowest compared OMol25 entry of this formula, charge and spin) for the records above, in order: 0.0 13.6 kcal per mole